[1]
3 unconnected molecules or ions with the total composition C20H44B2FN2O4P in a non-equilibrium geometry, computed with wB97M-V/def2-TZVPD.

Properties
* max |F|: 5.15 eV Å⁻¹
* highest occupied orbital energy (spin up / spin down): -9.1837 / -9.4032 eV
* energy: -45977.7431 eV
* LUMO (spin up / spin down): -1.201 / -1.205 eV
* orbital gap (spin up / spin down): 7.98 / 8.20 eV

```
! RIJCOSX wB97M-V def2-TZVPD def2/J DEFGRID3
* xyz 0 3
H 0.1976 1.8909 1.6930
H 1.8800 0.7251 -3.3850
H -3.1371 -6.0979 -2.8974
H -0.6527 -4.7888 -1.4182
P -3.8093 1.8611 -3.4785
H 2.4658 2.5716 4.4297
O -0.7147 0.4708 -2.7674
C 6.2105 2.1833 1.8812
H 1.2089 4.1924 2.2660
H -1.6453 -4.6329 -3.8082
H -5.0866 -2.1241 1.6390
C 4.6585 4.0813 2.3685
H -5.8941 -2.2116 0.0695
H 4.8426 3.0052 4.6936
O -3.5845 -1.9788 -1.8767
H 0.6762 3.8042 -3.2930
H 3.2029 5.6668 2.4280
C 1.8840 2.0138 3.6941
C 3.2707 4.6082 2.7081
C -2.3526 -3.8861 -3.4301
H 2.8285 2.3835 -3.7917
C -2.6891 -4.1523 -1.9225
H 2.1847 2.1241 -2.0251
H -3.8931 -5.3726 0.5806
H 2.2836 4.0307 0.8908
H -3.2527 -3.9369 -4.0545
H -0.8649 -3.0488 -1.4419
N -3.7939 -3.2825 -1.3928
H 0.8386 2.2978 3.8657
H -4.2084 -5.7421 -1.5878
H 7.0290 2.6709 2.4227
B -0.7950 1.9505 -3.0031
C -2.5538 -2.9517 0.7987
H 4.8763 4.3702 1.3290
H -4.9817 2.5318 -2.9639
H -2.1889 -1.9402 0.5699
H 5.3993 4.6073 2.9853
F -2.4481 3.8536 -1.7759
H -1.7456 -4.9617 0.7487
H -5.4975 -4.7281 0.1912
C -4.5397 -4.4990 0.6777
H -0.8383 0.0934 -3.7084
H -2.6705 -2.9890 1.8890
H -4.7405 -4.3966 1.7511
H 1.9704 0.9447 3.9308
C 2.1976 3.8224 1.9670
C 2.3020 2.2964 2.2237
C 0.5516 2.6719 -3.6117
H 1.2762 1.7814 0.3149
H 4.3210 1.3521 4.3351
B -2.2351 2.6778 -2.6603
H 0.5391 2.6230 -4.8027
O 3.8462 1.7109 0.5561
H 5.9998 1.7542 4.2398
C 1.2011 1.5692 1.3881
H 3.1030 4.5695 3.7885
H -1.8795 -2.9104 -3.5906
C -3.9181 -3.1955 0.1023
C -1.3523 -3.9889 -1.1416
H -3.7333 0.4509 -3.0840
C 5.0007 2.1506 4.0223
C 1.9496 1.8934 -3.1581
O -3.7147 1.8688 -5.0723
N 3.6791 1.7597 1.9516
C -4.9195 -2.0860 0.5554
C 4.8269 2.5416 2.5249
H -0.5370 -3.6977 0.8297
H -4.5559 -1.0746 0.3385
H -2.5510 -6.2585 -1.2418
C -3.1663 -5.6346 -1.9038
H 1.2529 0.4830 1.5272
H 6.3942 1.1025 1.9070
C -1.4988 -3.9640 0.3739
H 6.2911 2.5194 0.8410
*
```


[2]
A molecular structure, C44H44MnN8O2PS3, computed with wB97M-V/def2-TZVPD.

Properties
* max |F|: 0.19 eV Å⁻¹
* highest occupied orbital energy (spin up / spin down): -12.9456 / -13.0672 eV
* energy: -135460.9147 eV
* LUMO (spin up / spin down): -5.817 / -5.283 eV
* orbital gap (spin up / spin down): 7.13 / 7.78 eV
* relative energy (zero: lowest compared OMol25 entry of this formula, charge and spin): 0.0 kcal/mol

```
! RIJCOSX wB97M-V def2-TZVPD def2/J DEFGRID3
* xyz 2 5
C -0.8989 1.2137 -6.7706
C 0.3072 -1.8899 -3.2693
C 0.3608 1.4076 -7.3161
C 6.1102 -0.3223 4.1114
H 0.7741 -1.4305 4.1794
N 0.7972 -4.3135 -10.4712
C 4.9546 1.9886 1.5061
N 5.3254 0.7732 0.8848
N 5.0607 1.7328 -1.3181
H 6.2394 0.0691 -0.8544
N -0.5986 -2.1208 -4.2273
C -1.5865 2.3384 0.4671
C -0.9235 1.1529 0.8074
H 0.4983 1.3450 -8.3876
H -0.2780 -0.0282 4.5028
H 1.3593 -2.0922 -3.3859
H 0.1260 2.0879 3.9063
C 2.6705 2.0948 0.4503
N -0.2818 -1.4367 -2.1758
C 0.7447 5.6875 -2.5756
C -1.8401 -1.8033 -3.7175
C -1.0800 1.3051 -5.3954
H 6.8547 1.6169 -0.2532
C 1.2791 1.7772 -5.1234
H -1.7413 0.9958 -7.4135
H 1.2410 -1.1446 -5.8411
C 1.4503 1.6829 -6.4946
H 2.1984 2.0309 1.4322
C 0.9962 -2.4432 -7.5365
H 4.5947 -1.1411 0.4344
H 4.4408 1.8129 2.4512
H 1.7692 3.7870 -2.5728
H 2.0322 2.6917 -0.2021
C 4.2206 -0.1876 0.8145
H 4.5548 0.4055 5.3988
C -0.7727 -4.0837 -7.3518
S 1.6372 -2.9397 -0.4019
C 4.0341 -1.4735 4.5016
H -2.6082 6.0730 -2.8831
H 6.0191 -3.2611 2.4308
C 0.5995 -0.3832 3.9664
C 2.1119 -2.8639 1.2871
C -0.2957 1.0466 2.0652
H -2.3383 -1.0239 -1.7131
C 0.0099 1.5948 -4.5893
C -0.3480 3.5710 -2.7737
H 1.6468 6.2773 -2.4760
N 0.8675 -1.0101 1.6225
N 1.6855 -2.0137 2.1474
H 2.1164 1.9992 -4.4733
H 4.2901 0.0188 -2.2359
C -1.6500 5.5762 -2.8122
C 4.4356 -2.5148 3.6743
O -0.9401 0.1457 -0.0594
H 4.0349 -4.6188 3.8767
H 7.4987 -1.3322 2.8229
H 3.8371 3.7067 1.0245
C 5.6875 -2.4471 3.0652
H 3.8450 -0.3818 1.8223
C 0.5522 -3.9480 -9.4106
H 3.9707 3.5093 -1.3956
H -1.3382 -4.8971 -7.7843
H -0.5426 7.4010 -2.6307
H -2.0992 2.3761 -0.4849
P 2.8554 0.4079 -0.2962
S 3.2022 -4.1368 1.7587
C 0.7054 -1.9853 -6.2638
C -1.6353 -1.3783 -2.4452
H -2.4878 3.6007 -2.9694
C 0.3978 -0.1657 2.4966
H 5.8200 2.6342 1.6604
C 4.8660 -0.3797 4.7198
N 3.9923 2.7892 0.6047
C -0.3411 2.1543 2.9333
H 2.5999 -3.6018 4.0037
C 5.9544 1.0188 -0.4053
S -0.2849 1.7862 -2.8397
C 6.5198 -1.3616 3.2843
C -0.9583 3.3296 2.5695
C -1.0541 -3.6395 -6.0716
H 1.7855 -1.9857 -8.1168
O 0.9982 1.3971 -2.1449
C 0.2545 -3.4883 -8.0814
H 6.7730 0.5120 4.3038
H -2.7351 -1.8948 -4.3072
H -2.0602 1.1626 -4.9557
C 3.5518 -3.7202 3.4902
C -0.4886 6.3213 -2.6682
C 4.6788 2.9802 -0.7587
H 5.5541 3.6032 -0.5722
H 3.2894 1.4562 -2.4316
H 1.4615 0.1850 4.3251
C -1.5946 3.4123 1.3294
H 3.0762 -1.5286 5.0028
Mn 0.4871 -0.9728 -0.3656
C 3.9194 0.9110 -1.7285
H -2.1080 4.3220 1.0449
C -1.5842 4.1903 -2.8616
C -0.3111 -2.5939 -5.5456
H -0.9728 4.1687 3.2507
C 0.8193 4.3044 -2.6275
H 2.4304 1.8349 -6.9279
H -1.8327 -4.1088 -5.4846
*
```


[3]
A single CHIN2O molecule in a non-equilibrium geometry, computed with wB97M-V/def2-TZVPD.

Properties
* max |F|: 8.82 eV Å⁻¹
* highest occupied orbital energy: -10.0454 eV
* energy: -14177.7911 eV
* LUMO: -1.980 eV
* orbital gap: 8.07 eV
* relative energy (zero: lowest compared OMol25 entry of this formula, charge and spin): 16.2 kcal/mol

```
! RIJCOSX wB97M-V def2-TZVPD def2/J DEFGRID3
* xyz 0 1
C 0.0238 0.7169 0.2943
O 0.7246 1.1766 1.1427
N -2.0037 0.9323 -1.1256
I -3.3903 -0.0522 -0.0558
N -0.8418 1.2853 -0.5272
H 0.1554 -0.3435 -0.0664
*
```